DFT (ωB97M-V/def2-TZVPD) results for a molecular structure, B5F20Li at a distorted geometry.

Structure (XYZ):
```
26
Properties=species:S:1:pos:R:3:mulliken_charge:R:1
F 1.896 1.682 1.358 -0.42
F -1.182 -1.231 1.101 -0.18
F -0.103 1.453 2.099 -0.16
F -0.496 0.059 -1.210 0.32
F -2.499 -0.117 -0.486 -0.46
F 2.024 -3.059 -0.364 -0.46
F 1.115 0.460 -0.434 0.54
F -1.858 1.651 -2.030 -0.46
F 0.426 -1.403 -0.342 0.01
F 1.518 0.301 3.133 -0.48
F -1.122 -0.017 -3.393 -0.43
F 0.823 -2.556 -2.230 -0.52
F 0.293 1.630 -2.651 -0.46
F 2.362 2.229 -0.820 -0.47
F -0.570 -0.458 3.130 -0.52
F -0.026 -3.626 -0.441 -0.49
F -0.934 1.006 0.482 -0.18
F 0.281 2.437 0.092 -0.30
F -2.689 0.258 1.712 -0.47
F 0.594 -0.499 1.258 0.38
B 0.374 0.215 2.367 -0.13
B -0.783 0.824 -2.363 -0.10
B 0.829 -2.623 -0.810 -0.14
B 1.438 1.671 0.058 0.38
B -1.827 -0.052 0.709 0.20
Li 0.118 -0.234 0.074 1.00
```

Maximum force, eV/Å: 18.290
HOMO level, eV: 4.36
Net charge: -4
LUMO level, eV: 9.7
Energy relative to the best compared isomer or geometry (same formula, charge and spin), eV: 21.3639
Frontier orbital gap, eV: 5.34

***

DFT (ωB97M-V/def2-TZVPD) results for a molecular structure, C13H18N3O9P2PtS4Sb at a distorted geometry.

Structure (XYZ):
```
51
Properties=species:S:1:pos:R:3:mulliken_spin:R:1
Pt 11.547 9.834 7.037 1.35
Sb 14.958 4.868 7.077 -0.01
S 12.685 7.755 6.252 0.72
S 14.268 8.204 5.169 0.92
S 15.342 5.579 4.943 0.51
S 16.355 3.146 7.451 0.05
P 10.273 11.265 4.247 0.02
P 11.859 12.725 6.279 0.02
O 9.253 11.114 5.403 0.01
O 6.507 11.866 5.488 0.00
O 5.301 7.769 7.148 0.00
O 11.198 9.953 4.312 0.03
O 12.515 14.060 6.373 0.01
O 12.782 11.513 6.586 0.07
O 11.281 12.449 4.775 0.00
O 9.725 11.558 2.929 0.00
O 10.541 12.636 7.155 0.01
N 9.868 8.457 7.552 0.08
N 12.004 9.816 9.199 0.17
N 5.903 9.848 6.472 0.00
C 13.036 9.284 11.108 0.01
C 7.477 8.239 7.618 0.00
C 8.905 7.076 9.206 0.01
C 9.981 7.668 8.578 0.02
C 7.615 7.368 8.689 0.00
C 8.635 8.803 7.129 0.00
C 11.759 9.783 11.413 0.00
C 6.195 8.610 6.984 0.00
C 9.724 10.692 9.940 0.04
C 14.334 9.084 8.924 0.05
C 11.121 10.113 10.204 0.00
C 13.154 9.320 9.749 -0.02
C 6.443 11.198 6.660 0.00
H 14.552 9.886 8.104 0.00
H 8.591 9.474 6.260 -0.02
H 12.177 10.191 4.203 0.00
H 6.737 6.980 9.191 0.00
H 13.816 9.010 11.807 0.00
H 9.711 11.387 9.082 -0.02
H 9.446 11.192 10.817 0.00
H 9.017 9.863 9.828 0.00
H 5.753 11.760 7.244 0.00
H 11.355 10.016 12.394 0.00
H 14.284 8.232 8.218 -0.02
H 11.004 7.448 8.865 -0.01
H 4.936 9.914 6.329 0.00
H 15.214 8.898 9.489 0.00
H 9.801 12.151 6.682 0.00
H 7.343 11.574 5.012 0.00
H 9.056 6.489 10.111 0.00
H 7.344 11.166 7.299 0.00
```

Maximum force, eV/Å: 3.464
HOMO level (alpha / beta), eV: -2.50 / -2.50
Net charge: -2
LUMO level (alpha / beta), eV: 3.3 / 2.4
Energy relative to the best compared isomer or geometry (same formula, charge and spin), eV: 0.4143
2S+1: 5
Frontier orbital gap (alpha / beta), eV: 5.76 / 4.95